A cluster of 2 separate species, C2H6BrNO3P in total at a distorted geometry, computed with ωB97M-V with the def2-TZVPD basis set.

HOMO-LUMO gap (alpha / beta) = 4.82 / 7.57 eV
spin multiplicity = 3
total charge = -1
electronic energy = -3275.64295 a.u.

CARTESIAN COORDINATES (ANGSTROEM)
C 1.49939 0.45355 0.56602
C 0.98681 -0.45525 -0.56954
N 1.19437 1.88615 0.26397
O -2.53930 -1.97672 -0.27748
O -1.95562 0.19720 1.19622
O -2.77675 0.51892 -1.20535
P -2.09660 -0.30801 -0.17620
Br 1.37392 -2.37171 -0.39985
H 2.73002 0.29802 0.71745
H 0.86798 0.19833 1.54839
H 1.29802 -0.15116 -1.48951
H -1.77547 -2.50705 -0.45214
H 0.56304 2.27698 0.96110
H 0.63019 1.94077 -0.68305